Below is a structure of composition C25H42BBe2Br3F6KN2O9, with properties calculated with ωB97M-V with the def2-TZVPD basis set.

The gap between HOMO and LUMO comes out at 1.352 eV. The HOMO energy is -9.52 eV. Its spin multiplicity is 1. As for the total charge: +1.

The geometry in XYZ format:
```
91
C25H42BBe2Br3F6KN2O9 (ωB97M-V with the def2-TZVPD basis set)
C -4.397 -4.296 -0.688
C -4.246 -4.406 -2.201
C -3.225 -5.484 -2.590
C -4.039 -3.053 -2.866
C -2.759 -2.276 -2.458
C -3.053 -0.776 -2.643
C -1.606 -2.780 -3.323
O -0.586 -1.856 -3.668
C 0.165 -1.410 -2.541
C 0.980 -0.268 -3.169
N 2.364 -0.280 -2.591
C 2.818 0.940 -1.846
C 2.659 0.894 -0.354
C 3.752 1.729 0.289
F 1.383 1.480 0.065
C 2.673 -1.678 -2.089
C 1.282 -2.334 -1.972
C 1.282 -3.827 -2.214
C 2.340 -4.402 -1.272
O 2.141 -4.360 -0.085
H -3.431 -4.240 -0.195
H -4.938 -5.159 -0.319
H -4.970 -3.412 -0.424
H -5.210 -4.771 -2.554
H -2.807 -5.246 -3.566
H -2.381 -5.469 -1.905
H -3.676 -6.465 -2.612
H -4.869 -2.431 -2.541
H -4.131 -3.111 -3.952
H -2.615 -2.495 -1.407
H -3.197 -0.338 -1.659
H -2.252 -0.212 -3.105
H -3.988 -0.602 -3.161
H -2.022 -3.131 -4.256
H -1.160 -3.657 -2.874
H -0.399 -1.000 -1.709
H 0.524 0.706 -3.308
H 1.159 -0.655 -4.168
H 2.927 -0.222 -3.434
H 3.833 1.198 -2.113
H 2.191 1.728 -2.268
H 2.729 -0.099 0.074
H 3.774 2.715 -0.170
H 3.663 1.782 1.370
H 4.693 1.259 0.023
H 3.137 -2.190 -2.931
H 3.212 -1.743 -1.160
H 1.086 -2.297 -0.895
H 1.613 -4.090 -3.217
H 0.347 -4.294 -1.934
H 3.263 -4.802 -1.703
C -6.646 -3.564 -5.796
O -6.916 -2.634 -5.051
O -6.006 -4.596 -5.470
O -6.936 -3.630 -7.014
Be 1.030 2.669 1.438
C -0.422 1.344 5.445
C 0.020 2.536 4.874
C 0.200 3.679 5.640
C -0.072 3.605 6.992
C -0.514 2.440 7.581
C -0.690 1.302 6.799
N 0.128 4.803 7.836
O 0.490 5.802 7.233
O -0.093 4.690 9.009
H -0.553 0.459 4.836
H 0.238 2.566 3.811
H 0.552 4.605 5.193
H -0.722 2.408 8.641
H -1.034 0.385 7.256
B 3.622 5.344 2.441
F 3.958 3.979 2.721
F 2.282 5.531 2.898
F 4.472 6.208 3.072
F 3.635 5.519 1.052
Be -0.616 3.989 2.706
C 0.747 4.008 -2.032
O 1.198 3.350 -3.064
H -0.357 4.156 -1.944
H 0.977 3.482 -1.002
H 1.148 5.026 -1.854
C 2.068 8.054 10.322
Br 1.429 7.058 8.747
Br 2.326 9.921 9.933
Br 0.869 7.794 11.803
H 3.029 7.661 10.622
O 2.971 -3.404 -4.894
H 3.673 -3.948 -5.267
H 2.311 -3.279 -5.557
F 3.881 -4.998 -3.377
K -1.711 -3.134 -6.288
```

Below is a cluster of 6 separate species, C25H42BrINO9S in total, with properties calculated with ωB97M-V with the def2-TZVPD basis set.

The gap between HOMO and LUMO comes out at 6.120 eV. The HOMO energy is -10.80 eV. Its spin multiplicity is 1. As for the total charge: +1.

The geometry in XYZ format:
```
80
C25H42BrINO9S (ωB97M-V with the def2-TZVPD basis set)
C 2.533 4.957 -2.489
C 3.360 3.671 -2.760
C 2.522 2.626 -3.595
Br 3.210 0.799 -3.343
C 1.035 2.715 -3.250
C 0.626 2.408 -1.919
C 1.563 1.997 -0.774
O 2.100 2.843 -0.111
O 1.700 0.661 -0.535
C -0.746 2.479 -1.605
C -1.639 2.872 -2.564
N -1.256 3.199 -3.816
S -2.475 3.740 -4.977
C -4.100 3.833 -4.181
O -2.178 5.067 -5.407
O -2.580 2.818 -6.059
C 0.063 3.103 -4.165
I 0.650 3.563 -6.166
H 1.822 4.845 -1.656
H 3.191 5.813 -2.269
H 2.012 5.231 -3.428
H 4.204 3.977 -3.403
H 3.806 3.227 -1.862
H 2.734 2.866 -4.641
H 1.136 0.506 0.257
H -1.062 2.243 -0.587
H -2.688 2.902 -2.254
H -4.042 4.377 -3.220
H -4.781 4.416 -4.819
H -4.496 2.834 -3.940
C 2.209 -0.523 3.314
C 0.918 -1.100 2.799
O 0.556 -0.917 1.650
C 0.095 -1.912 3.757
H 2.700 0.037 2.519
H 2.009 0.152 4.147
H 2.872 -1.327 3.638
H -0.200 -1.297 4.609
H 0.666 -2.777 4.100
H -0.803 -2.264 3.253
C -1.645 -6.110 6.238
C -0.326 -5.379 6.246
O 0.413 -5.399 5.286
C 0.033 -4.621 7.498
H -1.775 -6.610 5.279
H -1.660 -6.861 7.030
H -2.464 -5.402 6.380
H 0.092 -5.305 8.346
H -0.715 -3.850 7.688
H 1.003 -4.145 7.364
C -1.818 0.071 8.954
C -1.946 -0.395 7.526
O -1.563 -1.491 7.182
C -2.572 0.562 6.542
H -1.353 -0.713 9.549
H -1.193 0.964 9.000
H -2.805 0.286 9.366
H -1.980 1.477 6.483
H -3.592 0.798 6.849
H -2.601 0.099 5.556
C 3.958 -1.692 -6.025
C 5.461 -1.819 -5.963
O 6.145 -0.932 -5.507
C 6.070 -3.093 -6.492
H 3.667 -0.727 -5.611
H 3.621 -1.749 -7.061
H 3.492 -2.485 -5.437
H 5.826 -3.212 -7.549
H 5.697 -3.948 -5.925
H 7.152 -3.047 -6.385
C -4.389 -2.033 -1.997
C -4.063 -0.581 -2.219
O -4.208 0.248 -1.345
C -3.544 -0.182 -3.576
H -4.749 -2.170 -0.980
H -5.168 -2.350 -2.692
H -3.494 -2.641 -2.138
H -4.283 -0.412 -4.345
H -2.609 -0.703 -3.788
H -3.358 0.890 -3.577
```

Below is a structure of composition C25H42Cl2O2P2Y, with properties calculated with ωB97M-V with the def2-TZVPD basis set.

The gap between HOMO and LUMO (alpha / beta) comes out at 4.749 / 4.804 eV. The HOMO energy (alpha / beta) is -9.79 / -9.79 eV. Its spin multiplicity is 1. As for the total charge: +1.

The geometry in XYZ format:
```
74
C25H42Cl2O2P2Y (ωB97M-V with the def2-TZVPD basis set)
Y -0.560 -1.823 -3.299
C -0.363 1.997 0.354
C -1.487 1.258 0.811
C 0.348 0.548 1.996
C 0.780 1.530 1.061
C -1.049 0.354 1.812
C -0.388 3.103 -0.625
H -1.175 2.954 -1.374
H 0.569 3.191 -1.148
H -0.585 4.069 -0.131
C 2.180 1.950 0.878
H 2.266 2.706 0.091
H 2.804 1.087 0.600
H 2.587 2.372 1.808
C 1.218 -0.146 2.948
H 1.819 0.571 3.528
H 1.904 -0.814 2.407
H 0.627 -0.751 3.644
C -1.889 -0.601 2.561
H -2.362 -0.133 3.436
H -1.285 -1.440 2.919
H -2.689 -0.996 1.924
C -2.884 1.421 0.349
H -3.422 2.172 0.947
H -3.439 0.478 0.434
H -2.921 1.749 -0.696
C -0.772 -2.683 -5.421
C -1.431 -1.472 -5.441
C -2.947 -1.350 -5.358
C -3.579 -2.088 -4.162
C -2.736 -2.221 -2.900
C -2.357 -3.675 -2.627
C -1.353 -4.400 -3.556
C -1.387 -4.037 -5.068
H -3.403 -1.755 -6.280
H -3.882 -3.082 -4.495
H -3.226 -0.283 -5.333
H -2.387 -4.219 -5.498
H 0.252 -2.753 -5.839
H -0.900 -0.546 -5.765
H -0.756 -4.792 -5.562
H -0.299 -4.297 -3.182
H -3.295 -4.274 -2.678
H -1.554 -5.482 -3.451
H -4.526 -1.597 -3.905
H -3.229 -1.757 -2.027
P 0.482 2.193 -4.011
C 1.246 2.214 -5.687
C -1.333 2.252 -4.364
P -2.109 -4.147 -0.672
C 0.630 0.387 -3.740
C -3.789 -4.508 -0.039
C -1.408 -5.836 -0.787
H 2.265 1.812 -5.608
H 1.304 3.275 -5.966
H 0.674 1.656 -6.441
H -1.795 1.261 -4.495
H -1.507 2.870 -5.254
H -1.813 2.737 -3.503
H -1.825 -6.452 -1.598
H -1.579 -6.334 0.178
H -0.321 -5.728 -0.911
H 1.463 0.218 -3.029
H 0.954 -0.047 -4.723
H -3.666 -4.547 1.055
H -4.166 -5.478 -0.387
H -4.505 -3.711 -0.270
Cl 1.896 -3.105 -3.277
C 2.623 -2.208 -1.794
Cl 3.595 -0.833 -2.330
C 1.558 -1.731 -0.771
O 1.994 -1.584 0.369
O 0.342 -1.537 -1.184
H 3.292 -2.910 -1.302
```

Below is a structure of composition C25H42InO19S, with properties calculated with ωB97M-V with the def2-TZVPD basis set.

The gap between HOMO and LUMO comes out at 5.683 eV. The HOMO energy is -4.20 eV. Its spin multiplicity is 1. As for the total charge: -1.

The geometry in XYZ format:
```
88
C25H42InO19S (ωB97M-V with the def2-TZVPD basis set)
C 5.351 1.338 -2.946
C 4.126 1.042 -2.056
C 3.336 -0.212 -2.442
C 2.940 -0.368 -3.921
C 1.432 -0.158 -4.180
In 0.742 1.956 -4.442
S 2.595 3.645 -4.259
C -0.688 2.490 -2.804
C -1.820 1.474 -2.611
O -1.766 0.335 -3.475
H 5.412 0.718 -3.838
H 6.265 1.154 -2.378
H 5.357 2.401 -3.190
H 3.483 1.920 -1.982
H 4.508 0.867 -1.043
H 2.426 -0.244 -1.835
H 3.928 -1.084 -2.135
H 3.161 -1.415 -4.189
H 3.524 0.249 -4.607
H 0.853 -0.667 -3.406
H 1.199 -0.669 -5.121
H -0.126 2.088 -5.993
H 3.616 3.071 -4.908
H -0.133 2.603 -1.868
H -1.124 3.461 -3.058
H -2.778 1.999 -2.712
H -1.783 1.104 -1.585
H -1.541 -0.416 -2.916
C -3.145 -2.343 1.579
C -3.991 -1.251 0.972
O -3.044 -0.527 0.191
C -2.018 -1.360 -0.112
O -1.165 -1.095 -0.895
O -2.110 -2.513 0.592
H -3.694 -3.272 1.720
H -2.694 -2.044 2.522
H -4.766 -1.639 0.306
H -4.449 -0.605 1.717
C 5.613 -3.156 -4.544
C 5.380 -4.218 -3.494
O 5.945 -5.385 -4.108
C 6.858 -4.979 -5.022
O 7.618 -5.705 -5.580
O 6.789 -3.644 -5.209
H 5.789 -2.172 -4.118
H 4.798 -3.095 -5.266
H 5.918 -4.012 -2.567
H 4.328 -4.373 -3.269
C -4.751 1.980 4.554
C -4.688 1.443 5.972
O -4.425 0.044 5.760
C -3.855 -0.091 4.544
O -3.373 -1.098 4.120
O -3.899 1.058 3.856
H -4.383 2.992 4.459
H -5.745 1.917 4.125
H -3.861 1.867 6.544
H -5.613 1.580 6.525
C -6.207 -3.283 8.439
C -5.522 -2.925 7.137
O -6.632 -2.672 6.270
C -7.698 -2.336 7.032
O -8.722 -1.905 6.614
O -7.436 -2.557 8.345
H -5.648 -2.973 9.319
H -6.432 -4.348 8.516
H -4.923 -2.017 7.212
H -4.903 -3.726 6.742
C 9.220 2.030 -1.015
C 9.944 1.206 0.030
O 9.162 0.012 0.071
C 8.506 -0.108 -1.114
O 7.907 -1.072 -1.455
O 8.636 1.026 -1.845
H 9.883 2.665 -1.596
H 8.421 2.641 -0.590
H 10.961 0.950 -0.273
H 9.970 1.678 1.009
C -7.250 3.170 0.044
C -5.804 3.524 -0.243
O -5.417 4.189 0.968
C -6.224 3.770 1.959
O -6.036 3.993 3.115
O -7.255 3.044 1.474
H -7.566 2.240 -0.421
H -7.941 3.966 -0.238
H -5.172 2.646 -0.378
H -5.680 4.185 -1.096
```

> spin multiplicity of number 1 (C25H42BBe2Br3F6KN2O9)?

1